{
  "formula": "C24H34BIKN2O6",
  "method": "wB97M-V/def2-TZVPD",
  "elements": ["C", "C", "C", "C", "C", "C", "C", "C", "C", "C", "C", "N", "C", "B", "O", "O", "C", "C", "O", "C", "C", "C", "O", "C", "C", "C", "N", "C", "C", "C", "O", "I", "C", "O", "H", "H", "H", "H", "H", "H", "H", "H", "H", "H", "H", "H", "H", "H", "H", "H", "H", "H", "H", "H", "H", "H", "H", "H", "H", "H", "H", "H", "H", "H", "H", "H", "H", "H", "K"],
  "xyz": [[-2.764523, 3.118050, 3.231913], [-1.971624, 3.005144, 1.830233], [-2.028366, 1.521998, 1.175468], [-2.114843, 0.333753, 2.260808], [-0.784284, 1.360387, 0.159422], [-0.980492, 1.417034, -1.401750], [-2.400883, 1.588312, -2.112335], [-2.957668, 0.235959, -2.770834], [-3.188776, -0.965470, -1.713035], [-2.887963, -2.381761, -2.413496], [-3.369615, -3.634141, -1.498911], [-2.347467, -3.927100, -0.414268], [0.252707, 1.286345, -2.361644], [0.117322, 1.328097, -3.995391], [0.291574, 2.680485, -4.590202], [-0.148176, 0.145911, -4.801326], [1.064389, -0.400072, -5.417946], [1.715932, 1.067722, -1.840284], [2.829782, 0.915154, -2.716059], [1.905713, 0.992269, -0.312971], [0.681046, 1.139729, 0.662654], [1.061486, 1.009527, 2.226879], [0.538995, 1.688962, 3.134091], [2.235289, -0.059913, 2.530564], [2.050561, -0.934778, 3.854317], [3.187092, -0.717649, 4.972873], [3.962169, 0.554940, 4.831837], [3.347434, -0.202113, 1.639795], [4.525791, -1.243439, 1.880200], [4.121222, -2.653198, 1.181178], [4.002701, -2.658321, -0.072935], [3.811961, -4.494814, 2.287654], [3.367163, 0.720785, 0.317592], [4.405918, 1.220230, -0.167037], [-2.878092, 4.246269, 3.447051], [-3.834583, 2.687283, 3.171243], [-2.150611, 2.620617, 4.062264], [-0.910909, 3.431147, 1.894434], [-2.556139, 3.682100, 1.094554], [-3.025638, 1.486753, 0.594170], [-3.206609, -0.001682, 2.437565], [-1.702503, 0.603531, 3.287904], [-1.557477, -0.575197, 1.852592], [-2.365085, 2.374425, -2.963075], [-3.223874, 1.972250, -1.400354], [-3.989606, 0.460785, -3.243586], [-2.316508, -0.188536, -3.614483], [-4.317069, -0.941836, -1.460458], [-2.578081, -0.820127, -0.743854], [-1.786015, -2.558518, -2.651019], [-3.454563, -2.502481, -3.411942], [-3.400918, -4.586564, -2.147832], [-4.401132, -3.392020, -1.072777], [-1.582279, -4.396475, -0.930550], [-2.801349, -4.593255, 0.229126], [-0.630151, 2.955153, -4.856497], [1.635564, -1.064284, -4.685101], [0.737832, -1.068947, -6.283992], [1.717147, 0.467637, -5.791930], [2.756325, 0.080911, -3.227562], [1.033152, -0.686634, 4.311185], [2.047031, -2.032689, 3.545594], [3.879457, -1.646294, 4.915369], [2.660121, -0.814249, 5.996292], [4.770433, 0.361290, 4.209497], [4.319534, 0.742600, 5.790471], [4.843544, -1.369910, 2.967768], [5.455501, -0.836086, 1.326820], [1.281985, 2.845010, -6.225936]],
  "forces_ev_per_a": [[0.41, 0.51, -0.46], [-1.17, 0.38, -0.39], [0.25, 0.25, 0.04], [-0.22, -0.46, -0.07], [2.29, -0.36, -2.09], [2.84, -0.24, 0.81], [-0.26, -0.17, -0.18], [-0.58, -0.62, 0.25], [-0.37, -0.05, -0.62], [-0.64, -0.97, 0.52], [0.64, 0.14, -0.79], [-1.04, 0.15, -0.98], [0.94, -0.55, 2.62], [-0.64, -0.86, 1.55], [-5.91, -2.55, 6.09], [1.74, 2.43, 0.79], [-0.12, -0.40, -0.43], [-3.20, 0.03, 2.95], [-1.79, -0.02, 0.47], [-2.10, 0.23, -0.80], [-0.23, 0.05, -2.49], [-0.02, 0.88, 0.54], [1.60, -2.46, -3.02], [1.44, -0.32, -1.27], [-0.06, 0.65, -0.40], [-0.18, -1.48, -0.03], [-0.07, -1.21, 0.88], [-2.40, 0.51, 1.10], [0.16, 0.29, -0.31], [0.14, 1.72, -4.75], [0.33, -0.24, 5.35], [0.15, 0.88, -0.20], [0.92, 0.68, -0.29], [-3.44, -1.95, 1.60], [0.24, -1.82, -0.11], [1.82, 0.49, 0.07], [-1.12, 0.78, -1.12], [-1.54, -0.87, 0.12], [1.07, -0.94, 1.02], [1.83, -0.07, 0.66], [1.70, 0.68, -0.45], [-0.38, -0.28, -1.59], [-0.71, 1.11, 0.65], [0.26, -1.02, 1.39], [1.57, -0.57, -0.94], [1.69, -0.19, 0.67], [-0.53, 0.89, 1.14], [1.84, -0.14, -0.08], [-0.90, -0.35, -1.60], [-1.27, 0.55, 0.38], [0.77, 0.54, 1.47], [-0.53, 1.59, 0.61], [1.46, -0.50, -0.43], [-0.56, 0.16, 0.91], [0.71, 0.27, -0.44], [0.93, -0.19, 0.68], [-0.70, 1.05, -0.90], [0.50, 1.12, 1.13], [-0.52, -1.67, 0.42], [-0.05, 0.54, 0.75], [1.39, -0.27, -0.79], [-0.06, 1.42, 0.38], [-1.00, 1.36, 0.17], [0.95, 0.52, -1.62], [-0.68, 0.42, 0.77], [-0.03, 0.08, -1.18], [-0.84, 0.06, -1.45], [-1.52, -0.85, 0.62], [4.77, 1.24, -7.30]],
  "mulliken_charge": [-1.08, -0.47, 0.48, -1.49, -0.30, -0.12, -1.18, -0.42, 0.07, -0.57, -0.64, -0.59, 0.74, 1.14, -0.97, -0.58, -0.65, -0.57, -0.63, 0.31, 0.82, -0.20, -0.52, 1.09, -0.74, -0.51, -0.56, 0.39, -0.67, 0.06, -0.50, 0.05, -0.20, -0.56, 0.40, 0.26, 0.22, 0.30, 0.37, 0.53, 0.32, 0.36, 0.35, 0.24, 0.37, 0.44, 0.09, 0.29, -0.26, 0.21, 0.32, 0.32, 0.38, 0.23, 0.24, 0.45, 0.21, 0.20, 0.20, 0.26, 0.26, 0.18, 0.18, 0.43, 0.24, 0.27, 0.33, 0.35, 1.07],
  "molar_mass_g_mol": 623.358,
  "spin_multiplicity": 1,
  "total_energy_ev": -65792.6811,
  "max_force_ha_per_bohr": 0.1723,
  "charge": 1
}